The following is a quantum chemistry calculation of a 2-piece molecular cluster, C12H15BF3IN3O8P overall, from the OMol25 dataset.

## Properties
Gap between HOMO and LUMO ... 0.2200 hartree
Total energy ... -59752.1762 eV
Largest force on an atom ... 10.007 eV/A
Spin multiplicity ... 1

Positions of all 44 atoms, in Å:
P1 -0.1053 -2.4933 2.6292
O1 -1.9890 -1.0245 -4.3228
I1 2.6235 1.2055 -3.5735
C1 0.3635 1.0365 1.9774
C2 -1.3787 -1.8761 -3.6970
H1 -0.1155 1.0591 -3.9747
O2 0.4890 -2.1928 1.1721
O3 -3.1527 -3.1748 -2.8082
H2 1.2776 3.4004 -2.1586
H3 2.0991 3.1736 1.3254
O4 1.2649 -2.6256 3.7291
N1 1.4319 3.1346 0.5101
H4 -1.9484 -3.7739 3.0056
N2 -2.0452 0.3694 0.9426
C3 2.8158 0.0918 2.2268
H5 -0.8159 4.1916 -0.9156
C4 0.2523 2.8993 -2.5091
C5 -1.1857 -0.9898 3.1002
F1 1.0283 -2.6662 -1.6047
B1 0.2897 -3.0958 -2.7819
O5 3.6296 -0.8125 2.7764
H6 -0.0508 3.5064 -3.4913
H7 -2.0456 3.1812 -1.9442
O6 -0.9909 -3.6912 -2.3853
C6 -0.9485 2.0393 -0.1679
H8 -2.9057 -0.2509 1.0587
H9 1.3424 0.2009 3.9716
N3 -2.1378 1.1989 -0.1170
O7 -1.0489 -3.9610 2.5749
C7 0.3362 2.1189 0.7659
O8 -0.0424 -1.9386 -3.6199
C8 -0.9663 3.1325 -1.4379
F2 1.0743 -4.0561 -3.5423
F3 3.0060 0.3982 0.7856
C9 -1.9603 -2.9508 -2.9398
H10 -2.3206 -1.2306 3.2897
H11 -0.7472 -0.5577 4.1170
H12 1.9777 1.9435 3.3590
C10 -0.9913 0.1771 1.9365
C11 1.5878 0.8765 3.0472
C12 0.4763 1.3460 -2.9832
H13 0.3423 0.5438 -2.1414
H14 1.1557 -1.9645 4.4824
H15 1.0290 4.1017 0.3332



The following is a quantum chemistry calculation of a 3-piece molecular cluster, C12H15BrF4N3O8S3 overall, from the OMol25 dataset.

## Properties
Net charge ... +1
Gap between HOMO and LUMO ... 0.3268 hartree
Total energy ... -146945.4396 eV
Largest force on an atom ... 3.852 eV/A
Spin multiplicity ... 1

Positions of all 46 atoms, in Å:
C1 1.7962 2.0142 3.2527
H1 0.0721 0.2988 -1.0236
H2 -0.3069 1.2192 -4.1021
H3 0.7618 0.4694 4.3660
C2 1.6703 0.5939 3.7692
C3 -3.6491 -0.8825 0.0188
O1 3.4110 2.1348 -2.4379
H4 -0.1467 -3.3425 0.6767
H5 0.1536 -1.2774 -2.0658
O2 2.2745 2.7764 4.3601
O3 2.7923 0.4132 4.6318
N1 -2.0802 1.1920 0.3620
C4 -2.4521 1.4063 1.5478
C5 0.7989 -3.0231 0.1406
O4 2.5554 1.8492 6.6272
H6 1.6667 -3.3570 0.7684
H7 2.5354 2.0781 2.4498
H8 0.8443 2.4105 2.9002
F1 0.2735 -0.9592 1.3042
H9 0.7595 -3.4948 -0.8757
S1 3.1513 1.8271 5.3361
H10 2.0743 2.6028 -5.4524
O5 1.5148 3.2231 -3.5767
F2 -3.6195 -4.3851 -1.0423
C6 1.1767 2.6210 -4.8299
O6 4.5288 2.0981 5.1198
N2 -3.4734 -2.1680 -0.5392
O7 1.1363 2.1345 -1.3924
H11 1.6797 -0.1414 2.9681
N3 -1.5136 -1.0481 -0.6992
S2 -2.4770 1.7391 3.1062
C7 0.8438 -1.4342 0.0750
O8 1.5855 0.7997 -3.4249
H12 -1.5857 -3.0386 -1.4495
F3 -5.3072 -3.0702 -1.6689
C8 -0.0822 -0.8354 -1.0665
C9 0.7183 1.2177 -4.4841
C10 -2.3876 -0.1321 -0.0520
H13 0.7878 0.5365 -5.3303
C11 -2.1613 -2.2187 -0.9693
H14 1.9081 -1.0724 -0.0049
Br1 -5.2907 -0.1915 0.7638
H15 0.4004 3.1963 -5.3318
F4 -4.9465 -3.5777 0.5098
C12 -4.3884 -3.2927 -0.6983
S3 1.9969 2.0903 -2.5364



The following is a quantum chemistry calculation of the molecule C12H15Cl2NO5S, from the OMol25 dataset.

## Properties
Gap between HOMO and LUMO ... 0.3666 hartree
Total energy ... -60295.0761 eV
Structure (SMILES) ... CS(=O)(=O)c1ccc([C@H](O)[C@@H](CO)NC(=O)C(Cl)Cl)cc1
Largest force on an atom ... 0.730 eV/A
Spin multiplicity ... 1

Positions of all 36 atoms, in Å:
H1 -2.1143 -0.9326 2.1486
C1 -3.7646 -1.8357 -1.2416
C2 1.3604 1.7811 0.6177
C3 -0.4924 0.3574 1.5430
C4 2.2072 0.9271 -0.3620
H2 -0.5506 2.3545 -1.1856
H3 0.6786 -3.3492 -1.0906
H4 -2.7329 -1.6933 -1.5404
H5 -3.9268 -2.8436 -0.8836
H6 0.1601 0.0810 2.3588
C5 -0.0575 1.2669 0.5878
O1 0.4026 -0.8954 -1.6400
C6 1.1730 -1.2592 -0.7790
O2 4.1216 0.7726 1.0411
O3 -4.4329 -1.4608 1.3063
C7 -1.7494 -0.2116 1.4336
C8 1.1976 -2.7351 -0.3515
Cl1 0.3249 -2.8805 1.1917
O4 1.4816 3.1159 0.1792
H7 0.8610 3.6610 0.6750
N1 2.0371 -0.4844 -0.1208
Cl2 2.8502 -3.3446 -0.1770
C9 3.6911 1.2683 -0.2107
O5 -5.1004 0.2662 -0.3210
S1 -4.1245 -0.6894 0.1322
C10 -2.1557 1.0780 -0.5618
H8 4.2598 0.7979 -1.0242
H9 2.6357 -0.8699 0.5987
C11 -2.5566 0.1458 0.3747
H10 1.8652 1.1519 -1.3767
H11 -4.4365 -1.6013 -2.0569
H12 3.8035 2.3559 -0.2714
H13 -2.8275 1.3410 -1.3637
H14 5.0280 1.0550 1.1956
C12 -0.8993 1.6411 -0.4536
H15 1.7827 1.6683 1.6282



The following is a quantum chemistry calculation of C12H15Cl6CoN3O2 as an isolated structure, from the OMol25 dataset.

## Properties
Gap between HOMO and LUMO (spin up / spin down) ... 0.2538 / 0.2550 hartree
Total energy ... -134014.5322 eV
<S²> ... 3.760
Largest force on an atom ... 0.914 eV/A
Spin multiplicity ... 4

Positions of all 39 atoms, in Å:
H1 -0.1375 3.5841 1.5616
C1 -2.2642 -1.2291 -5.3147
Co1 0.4147 -0.3937 -1.1420
H2 -0.8053 -2.3718 2.0524
H3 -0.2078 2.1707 4.6092
H4 1.5117 -1.6484 3.3285
Cl1 0.4010 -1.4679 -5.8567
N1 0.3624 0.8738 0.4321
H5 1.5391 2.9811 1.4794
Cl2 -4.4030 -0.5416 -1.9874
C2 -0.2716 -1.6486 1.4345
C3 -0.6982 1.8135 3.7025
H6 0.6030 -2.1584 1.0060
N2 0.1128 -0.5219 2.2626
H7 0.9232 3.6922 2.9723
Cl3 4.1549 0.0413 1.2387
H8 1.2868 0.0034 3.9171
C4 4.4313 -0.3071 -0.4685
C5 0.7729 -0.8638 3.5119
Cl4 -4.9502 -1.0220 -5.0557
H9 4.9871 -1.2323 -0.5556
O1 -1.5054 -0.5751 -1.3140
H10 0.2153 1.8313 0.1418
C6 -0.7186 -1.0047 -3.4683
Cl5 2.9151 -0.5236 -1.3751
Cl6 -2.5389 -1.5001 -6.9980
H11 -0.9580 -1.3358 0.6477
C7 0.2317 0.7184 1.7177
H12 4.9512 0.5285 -0.9201
C8 -3.3312 -1.0220 -4.4533
C9 0.6604 3.0739 2.1152
H13 -1.1123 0.8281 3.8876
H14 0.0583 -1.2334 4.2509
O2 0.4990 -0.9798 -2.9282
N3 0.2522 1.7693 2.5983
C10 -1.8052 -0.7935 -2.5866
C11 -3.0973 -0.8071 -3.0909
C12 -0.9563 -1.2189 -4.8158
H15 -1.5232 2.4910 3.4629



The following is a quantum chemistry calculation of the molecule C12H15ClN2O2S, from the OMol25 dataset.

## Properties
Gap between HOMO and LUMO ... 0.3161 hartree
Total energy ... -43119.8696 eV
Structure (SMILES) ... COc1ccc(Cl)cc1NC(=S)N1CCOCC1
Largest force on an atom ... 0.917 eV/A
Spin multiplicity ... 1

Positions of all 33 atoms, in Å:
N1 0.0189 0.1309 -0.5191
H1 -2.7936 0.5698 2.9001
H2 3.6781 0.8630 2.0919
O1 1.8870 1.0332 1.0594
H3 2.3120 1.6604 2.9092
H4 3.2074 2.5262 1.6355
H5 -4.1644 -2.7844 1.1769
C1 -2.4597 0.5473 0.7462
N2 -2.2046 -0.4495 -0.2727
H6 4.3356 1.3988 -0.0932
C2 3.5533 1.0226 -0.7321
Cl1 3.1990 -0.0136 -4.5590
C3 1.5679 0.0571 -2.4244
H7 4.8401 0.9344 -2.4423
C4 -3.2528 -1.4499 -0.2766
S1 -0.8655 -1.8619 -2.0345
H8 -1.5552 -0.5999 2.3511
C5 2.8513 0.2887 -2.8958
H9 -1.7191 1.3456 0.7381
H10 -0.0140 0.5312 0.4097
H11 -3.0277 -2.2000 -1.0345
H12 -2.3881 -2.6352 1.3084
H13 0.8057 -0.3126 -3.0880
H14 -4.2034 -0.9629 -0.5130
C6 -2.5304 -0.1428 2.1167
C7 3.8460 0.7625 -2.0635
C8 2.2825 0.7971 -0.2372
C9 -3.3251 -2.0916 1.1136
C10 1.2768 0.2933 -1.0907
C11 2.8368 1.5497 1.9613
O2 -3.5388 -1.1237 2.1205
C12 -1.0169 -0.6743 -0.8918
H15 -3.4389 0.9904 0.5299



The following is a quantum chemistry calculation of C12H15CuN4S2 as an isolated structure, from the OMol25 dataset.

## Properties
Net charge ... -2
Gap between HOMO and LUMO ... 0.1503 hartree
Total energy ... -84949.0457 eV
Largest force on an atom ... 6.638 eV/A
Spin multiplicity ... 1

Positions of all 34 atoms, in Å:
S1 -1.8076 -1.5041 0.0000
C1 2.5103 -2.7571 1.0706
H1 -0.5340 -2.2777 0.8427
H2 4.3613 -1.7510 1.4424
H3 0.5116 1.5746 0.0000
H4 1.7477 1.6684 0.0131
C2 -2.5199 1.4058 2.5993
H5 2.3933 0.3823 -0.8434
N1 2.0006 0.1745 0.0000
H6 3.8259 0.5132 0.9383
C3 -2.2063 0.6986 1.4444
C4 -2.1968 -0.6890 1.4443
C5 -2.4991 -1.4024 2.5987
N2 -3.3772 -2.0480 5.9185
H7 3.0987 -3.6796 1.1624
C6 3.5014 -1.6151 0.7732
H8 2.5504 -0.0945 1.9947
Cu1 0.0000 0.0000 0.0000
H9 0.9360 -3.9680 0.2181
C7 -3.1247 -1.4537 4.9511
H10 -2.5226 2.4918 2.5792
C8 -2.8270 0.7027 3.7688
C9 1.4361 -3.0167 0.0075
H11 3.8925 -1.7223 -0.2466
C10 2.9854 -0.1872 0.9942
H12 -2.4855 -2.4883 2.5779
S2 -1.8250 1.5167 0.0000
N3 0.4518 -1.9550 0.0000
C11 -3.1490 1.4465 4.9510
N4 -3.4125 2.0366 5.9181
H13 2.0443 -2.5969 2.0511
H14 1.8966 -3.1008 -0.9822
H15 -0.5866 -2.2363 -0.8258
C12 -2.8160 -0.7046 3.7686